# 1
The following is a quantum chemistry calculation of a molecular structure, C47H44N6O3PSSr in a non-equilibrium geometry, from the Open Molecules 2025 dataset.

Each line ends with the Mulliken charge.
Atoms and positions in Å:
Sr (0.6933, 0.6240, 0.3757)  1.6334
C (2.3824, -1.6031, -2.8416)  -1.5430
C (1.9547, -0.4287, -3.6748)  0.3035
C (2.6150, -0.1791, -4.8749)  -0.3144
C (2.2663, 0.8911, -5.6790)  -0.5797
C (1.2782, 1.7574, -5.2480)  -0.9752
C (0.5930, 1.5349, -4.0640)  1.2850
C (-0.4580, 2.5028, -3.6229)  -1.4197
C (0.8961, 0.4053, -3.2757)  -0.3804
N (0.1617, 0.1079, -2.1256)  1.3247
C (-1.1262, -0.1420, -2.3296)  -0.6560
O (-1.7128, -0.1778, -3.4224)  -0.7798
C (-1.9217, -0.5174, -1.1109)  0.6508
C (-3.1870, -1.0708, -1.3023)  -0.7208
C (-3.9219, -1.4505, -0.1954)  -0.6708
C (-3.3710, -1.2629, 1.0601)  -0.6972
C (-2.0989, -0.7044, 1.1628)  0.3093
N (-1.4025, -0.3399, 0.0943)  -0.1502
C (-1.4680, -0.5648, 2.5267)  -0.8323
O (-2.1358, -0.8539, 3.5281)  -0.8244
N (-0.2038, -0.1839, 2.4931)  0.9990
C (0.5024, -0.1402, 3.6972)  -0.7211
C (1.2388, -1.2623, 4.1038)  1.7972
C (1.1549, -2.5333, 3.3120)  -1.4953
C (2.0090, -1.1998, 5.2536)  -0.9833
C (2.0455, -0.0523, 6.0231)  -0.9139
C (1.3036, 1.0489, 5.6353)  -0.8931
C (0.5247, 1.0179, 4.4885)  1.3170
C (-0.2823, 2.2111, 4.0792)  -1.3712
H (3.4705, -1.6595, -2.7838)  0.6798
H (2.0299, -2.5392, -3.2759)  0.7422
H (1.9786, -1.5254, -1.8324)  -0.3119
H (3.4002, -0.8519, -5.1951)  0.3300
H (2.7596, 1.0453, -6.6286)  0.4146
H (1.0266, 2.6212, -5.8487)  0.4020
H (-0.4431, 3.3952, -4.2479)  0.4592
H (-0.2893, 2.7844, -2.5816)  0.0589
H (-1.4398, 2.0325, -3.6914)  0.2773
H (-3.5586, -1.1881, -2.3097)  0.5657
H (-4.9127, -1.8682, -0.3159)  0.4346
H (-3.8789, -1.5396, 1.9720)  0.5610
H (0.2718, -3.0954, 3.6173)  0.4939
H (2.0322, -3.1587, 3.4778)  0.4470
H (1.0370, -2.3106, 2.2499)  -0.2823
H (2.5804, -2.0676, 5.5574)  0.4073
H (2.6433, -0.0264, 6.9234)  0.3846
H (1.3323, 1.9494, 6.2353)  0.3783
H (-0.1465, 3.0293, 4.7855)  0.4122
H (-1.3394, 1.9515, 4.0235)  0.3093
H (0.0221, 2.5481, 3.0872)  0.1669
S (1.0866, 3.3919, -0.0638)  -0.6368
C (2.0048, 3.4248, 1.3616)  0.6207
C (2.4100, 4.6584, 1.9083)  -0.9952
C (3.0940, 4.6745, 3.0940)  -0.4755
C (3.3978, 3.4634, 3.7169)  -0.9450
C (2.9998, 2.2982, 3.0907)  -0.4452
N (2.3210, 2.2618, 1.9534)  0.5662
H (2.1538, 5.5670, 1.3864)  0.4944
H (3.3922, 5.6168, 3.5339)  0.3637
H (3.9229, 3.4448, 4.6599)  0.4793
H (3.2231, 1.3335, 3.5263)  0.4107
N (4.8052, 1.4702, -3.6843)  -0.2957
C (5.6351, 1.4982, -2.6276)  0.0302
O (6.7448, 1.9966, -2.6723)  -0.7078
C (5.1212, 0.8387, -1.3854)  -0.1550
C (6.0453, 0.3137, -0.4862)  -0.6364
C (5.5886, -0.2774, 0.6772)  -1.2894
C (4.2191, -0.3365, 0.8928)  -0.5646
N (3.3339, 0.1622, 0.0427)  1.1626
C (3.7704, 0.7525, -1.0577)  -0.7613
H (5.1067, 1.9140, -4.5359)  0.2633
H (3.9196, 0.9809, -3.7073)  0.2847
H (7.0983, 0.3850, -0.7172)  0.4756
H (6.2835, -0.6907, 1.3927)  0.5688
H (3.8073, -0.7858, 1.7871)  0.5242
H (3.0032, 1.1801, -1.6882)  0.9228
C (-0.1676, -5.4524, 0.6990)  -1.6983
P (0.0000, -3.8438, -0.2210)  1.5259
C (-0.9052, -4.2113, -1.7758)  0.0146
C (-0.7603, -3.2432, -2.7655)  0.3676
C (-1.3793, -3.3703, -3.9916)  -0.7311
C (-2.2002, -4.4605, -4.2330)  -0.8485
C (-2.3894, -5.4057, -3.2386)  -0.6218
C (-1.7476, -5.2914, -2.0159)  -0.8364
C (1.7374, -4.1547, -0.7899)  0.2220
C (2.0589, -4.9862, -1.8578)  -0.4558
C (3.3807, -5.2570, -2.1691)  -0.6265
C (4.4012, -4.7069, -1.4110)  -0.7075
C (4.0929, -3.8445, -0.3712)  -0.5370
C (2.7722, -3.5670, -0.0694)  0.2032
H (-1.1926, -5.5669, 1.0456)  0.4730
H (0.4832, -5.3987, 1.5703)  0.3799
H (0.1198, -6.3053, 0.0854)  0.4515
H (-0.1481, -2.3818, -2.5552)  -0.0975
H (-1.2429, -2.5999, -4.7337)  0.5287
H (-2.7038, -4.5745, -5.1838)  0.3745
H (-3.0476, -6.2467, -3.4160)  0.3760
H (-1.9109, -6.0471, -1.2599)  0.3799
H (1.2718, -5.4330, -2.4491)  0.3855
H (3.6171, -5.9011, -3.0075)  0.4137
H (5.4333, -4.9556, -1.6196)  0.3783
H (4.8873, -3.3937, 0.2088)  0.4627
H (2.5401, -2.8947, 0.7441)  -0.0645

Values from the calculation:
spin multiplicity	1
energy above the lowest of the compared OMol25 structures with the same formula, charge and spin	0.0	kcal/mol
max |F|	2.5	eV Å⁻¹
HOMO-LUMO gap	7.177	eV
charge	-1

=====

# 2
The following is a quantum chemistry calculation of a molecular structure, C47H44N6O3S5Tl, from the Open Molecules 2025 dataset.

Each line ends with the Mulliken charge.
Atoms and positions in Å:
Tl (-0.5109, -0.0245, 0.3204)  1.1418
O (-0.5278, 2.4677, 0.0670)  -0.4157
C (-0.8321, 3.4607, 0.8174)  0.7671
C (-1.1814, 4.7134, 0.2312)  -1.0901
C (-1.4894, 5.8249, 0.9831)  -0.7695
C (-1.4614, 5.7731, 2.3793)  -1.0056
C (-1.1061, 4.5790, 2.9773)  -0.7692
C (-0.7973, 3.4246, 2.2482)  1.2092
C (-0.3943, 2.2658, 3.0328)  -1.6857
N (-0.2522, 1.0603, 2.6359)  2.2161
N (0.1821, 0.1876, 3.6250)  -1.0420
C (-0.1707, -1.0579, 3.3859)  -0.0248
O (-0.9289, -1.4863, 2.4630)  -0.7122
C (0.3886, -2.0629, 4.3581)  0.2046
C (0.9924, -1.6797, 5.5538)  -0.4105
C (1.5073, -2.6351, 6.4165)  -0.6800
C (1.4350, -3.9845, 6.0901)  -0.3881
C (0.8406, -4.3702, 4.8970)  -0.8125
C (0.3148, -3.4141, 4.0396)  0.0892
H (-1.1805, 4.7539, -0.8519)  0.4150
H (-1.7475, 6.7532, 0.4829)  0.3587
H (-1.7001, 6.6440, 2.9760)  0.3551
H (-1.0558, 4.5196, 4.0611)  0.3953
H (-0.2120, 2.4588, 4.0966)  0.0068
H (1.0502, -0.6249, 5.7858)  0.4166
H (1.9707, -2.3278, 7.3469)  0.3915
H (1.8439, -4.7299, 6.7621)  0.3676
H (0.7916, -5.4185, 4.6276)  0.4148
H (-0.1440, -3.6956, 3.1010)  0.1432
C (-1.0341, 0.5111, -3.7043)  -0.2616
C (-1.9500, 1.3907, -2.9221)  0.4801
N (-2.4787, 1.0643, -1.7887)  0.1159
C (-3.2106, 2.1007, -1.2620)  -0.2835
C (-3.2686, 3.2204, -2.0291)  -0.4885
S (-2.3401, 2.9913, -3.4457)  -0.3003
C (-3.8038, 1.9694, 0.0740)  -1.0995
C (-4.9304, 2.6006, 0.4973)  -0.0327
S (-5.2102, 2.2393, 2.1457)  -0.3882
C (-3.7859, 1.2502, 2.1660)  0.2145
N (-3.1749, 1.1969, 1.0256)  0.9761
C (-3.3399, 0.5740, 3.4179)  -0.6514
H (-0.1061, 0.3953, -3.1404)  -0.2765
H (-0.7893, 0.9477, -4.6723)  0.5450
H (-1.4946, -0.4657, -3.8590)  0.0747
H (-3.7237, 4.1652, -1.7848)  0.4675
H (-5.5897, 3.2307, -0.0756)  0.5205
H (-4.1930, 0.2126, 3.9935)  0.5620
H (-2.7739, 1.2731, 4.0359)  0.2580
H (-2.6674, -0.2482, 3.1721)  -0.5265
S (0.7334, -5.1371, 0.5421)  -0.2632
C (0.7025, -4.0196, -0.6720)  0.3749
N (-0.3262, -3.7880, -1.4951)  0.2833
C (-0.1188, -2.9203, -2.6432)  -0.1386
C (1.1937, -3.3171, -3.2800)  -1.0226
N (2.2476, -3.1074, -2.2980)  0.3148
C (3.5839, -2.7820, -2.7827)  -1.1044
C (3.6015, -1.6666, -3.7957)  0.3510
C (2.9964, -0.4457, -3.5133)  0.7573
C (3.0076, 0.5741, -4.4533)  -0.7717
C (3.6296, 0.3846, -5.6814)  -0.7217
C (4.2410, -0.8272, -5.9665)  -0.7116
C (4.2204, -1.8495, -5.0269)  -0.5503
C (1.9675, -3.2228, -0.9792)  0.1132
S (2.8660, -2.6065, 0.2469)  -0.3182
C (-1.6281, -4.4343, -1.3582)  -1.7645
C (-2.6934, -3.4448, -0.9662)  0.6013
C (-2.6796, -2.8994, 0.3146)  -0.1830
C (-3.6303, -1.9617, 0.6755)  -0.5056
C (-4.5925, -1.5472, -0.2369)  -0.1974
C (-4.6096, -2.0852, -1.5138)  -0.7729
C (-3.6614, -3.0356, -1.8746)  -0.4046
H (-0.1003, -1.8706, -2.3359)  -0.3404
H (-0.9491, -3.0614, -3.3338)  0.5663
H (1.4029, -2.6844, -4.1424)  0.5909
H (1.1597, -4.3616, -3.6134)  0.2301
H (4.0172, -3.6849, -3.2278)  0.3075
H (4.1738, -2.5176, -1.9067)  0.4032
H (2.5116, -0.2752, -2.5581)  0.1025
H (2.5275, 1.5096, -4.2000)  0.5365
H (3.6369, 1.1816, -6.4147)  0.4249
H (4.7272, -0.9818, -6.9219)  0.3587
H (4.6869, -2.8022, -5.2527)  0.3639
H (-1.5155, -5.2145, -0.6094)  0.6591
H (-1.8768, -4.9024, -2.3156)  0.4535
H (-1.9089, -3.1748, 1.0261)  0.5693
H (-3.5902, -1.5363, 1.6672)  0.3333
H (-5.3129, -0.7877, 0.0444)  0.3757
H (-5.3482, -1.7564, -2.2343)  0.3855
H (-3.6715, -3.4578, -2.8750)  0.3217
C (3.4143, 3.6749, -1.7807)  -1.2645
S (1.7837, 3.1015, -1.2368)  0.4833
O (1.5462, 1.8933, -2.0849)  -0.2358
C (2.3449, 2.5433, 0.3694)  0.7156
C (2.7036, 1.2167, 0.5498)  -0.4068
C (3.0982, 0.7897, 1.8087)  -0.5596
C (3.1439, 1.6885, 2.8658)  -0.6325
C (2.7962, 3.0167, 2.6676)  -0.5625
C (2.3834, 3.4508, 1.4149)  -0.3106
H (4.1034, 2.8309, -1.7670)  0.3185
H (3.7584, 4.4663, -1.1153)  0.3952
H (3.3004, 4.0580, -2.7946)  0.4356
H (2.6419, 0.5237, -0.2810)  0.3221
H (3.3368, -0.2533, 1.9722)  0.2864
H (3.4119, 1.3399, 3.8544)  0.3243
H (2.8023, 3.7106, 3.4991)  0.3755
H (2.0492, 4.4718, 1.2663)  0.3159

Values from the calculation:
spin multiplicity	1
energy above the lowest of the compared OMol25 structures with the same formula, charge and spin	0.4	kcal/mol
max |F|	0.1	eV Å⁻¹
HOMO-LUMO gap	6.194	eV
charge	-1

=====

HOMO energy
In order: -4.9 -4.1
Unit: eV